56
Properties=species:S:1:pos:R:3:forces:R:3 method="wB97M-V/def2-TZVPD" homo_ev=-5.698 e_lumo_ha=0.08595 relative_energy_kj_mol=0.0 energy_ha=-1928.21494 molar_mass_g_mol=458.488 total_charge=-1 gap_ha=0.2953
O 4.39243 3.76610 3.64445 0.10 0.29 -0.10
O -3.81423 -1.86725 -1.69382 0.04 -1.62 -0.07
O 0.29572 -3.77119 -0.70788 0.04 0.34 -0.05
O 0.08018 1.79289 2.30186 0.44 0.08 0.66
O 1.35545 5.95964 1.92715 0.02 -0.31 -0.02
O -0.57115 1.74152 0.19787 0.28 0.35 -0.50
F -2.21148 -3.44691 -7.95378 0.04 0.03 0.34
O -4.20736 -4.09013 -1.54836 0.75 0.42 -0.19
S -1.78669 -0.95271 1.23208 -0.09 -0.46 0.48
C 3.56253 2.86845 3.69753 1.03 0.64 0.46
C -3.41923 -3.01861 -1.80094 0.06 2.32 0.03
C -0.03035 -2.59821 -0.85938 -0.19 -1.31 0.19
C 0.21347 2.11348 1.09598 -0.49 -0.44 -0.24
C 1.25689 4.81020 2.35448 0.38 1.11 -0.23
C -2.24518 -2.17779 -5.93296 0.04 -0.09 -0.07
C -1.89047 -4.56343 -5.87237 -0.03 0.15 -0.25
C -2.16567 -2.12760 -4.53638 0.03 -0.63 -0.26
C -1.80915 -4.51897 -4.47584 -0.20 0.73 -0.28
C -2.11550 -3.39576 -6.60528 0.11 -0.03 1.36
C -1.95601 -3.30083 -3.79337 -0.31 -0.26 -0.62
N 0.37031 4.47757 3.30089 -0.20 -0.84 0.81
N -1.03504 -2.27462 -1.74972 -0.38 0.57 0.38
N 2.56520 2.72575 2.83403 -0.84 -0.27 -0.80
C 3.63266 1.83429 4.79525 -0.09 -0.01 -0.06
C -0.54785 5.40809 3.94897 0.47 -0.09 -0.65
C -1.97686 -3.27605 -2.27777 0.29 -0.47 0.40
C 2.13569 -1.71108 0.12393 -0.16 -0.20 -0.21
C -0.03198 -1.47184 1.37039 -0.41 0.48 -0.28
C 0.62076 -1.49821 -0.01669 0.27 0.15 -0.39
C 1.43339 2.95225 0.66629 0.06 0.26 0.27
C 2.16863 3.69491 1.80279 -0.37 -0.62 0.33
H -5.04348 -3.70306 -1.24799 -0.08 -0.05 -0.02
H -1.55799 0.35788 0.91467 0.28 -0.14 0.00
H -2.41799 -1.26872 -6.49957 0.02 -0.10 0.01
H -1.78761 -5.50791 -6.39574 0.01 0.08 0.01
H -2.29037 -1.17786 -4.02053 0.02 -0.17 -0.13
H -1.64601 -5.43837 -3.91994 -0.01 0.14 -0.07
H 0.25377 3.48077 3.46292 -0.11 0.14 -0.14
H -1.40397 -1.33015 -1.62958 -0.08 -0.41 -0.05
H 1.89832 1.97376 2.98107 -0.20 0.18 -0.15
H 3.82359 0.85899 4.35312 -0.05 -0.19 0.12
H 4.43455 2.09882 5.48178 -0.05 -0.03 -0.10
H 2.68194 1.81840 5.32490 -0.05 -0.20 0.10
H -1.05762 4.91146 4.77450 0.11 -0.06 -0.11
H -1.28424 5.75439 3.22247 -0.10 0.15 0.11
H 0.00889 6.26752 4.32569 -0.08 0.00 -0.03
H -1.71540 -4.27166 -1.90642 0.40 0.27 -0.01
H 2.60368 -1.76248 -0.86400 0.05 -0.03 0.14
H 2.34965 -2.64163 0.65966 -0.04 0.10 -0.13
H 2.58487 -0.87964 0.67673 -0.14 -0.06 -0.07
H 0.49460 -0.76568 2.02048 -0.12 -0.01 -0.17
H 0.02572 -2.46300 1.83227 -0.20 0.10 -0.13
H 0.45547 -0.53515 -0.50876 -0.13 0.05 0.17
H 1.11546 3.68391 -0.07855 -0.02 -0.08 0.00
H 2.14671 2.28343 0.18103 -0.02 -0.08 -0.06
H 3.05833 4.17202 1.39036 -0.10 0.10 0.26

***

12
Properties=species:S:1:pos:R:3:forces:R:3 method="wB97M-V/def2-TZVPD" homo_ev=-9.151 e_lumo_ha=-0.00119 relative_energy_kj_mol=662.9 energy_ha=-496.84236 molar_mass_g_mol=121.067 gap_ha=0.3351
C 0.74406 -1.39550 0.07718 -0.58 -0.57 -0.72
C -0.66468 -1.75116 0.49264 -1.12 -1.03 1.61
C 0.55622 -0.23615 0.71184 1.84 -1.48 1.74
N 0.11606 2.81210 -0.68248 -0.51 2.93 1.63
O -0.63842 3.28018 0.14341 1.65 -3.23 -2.80
O -0.16827 1.57876 -1.29302 0.11 0.96 -1.43
O -0.66098 -0.51085 1.29670 0.16 1.39 0.22
F 1.45159 0.70084 1.14902 -2.26 -0.78 -0.84
H 1.39016 -1.87206 -0.62757 0.44 0.17 -0.01
H 0.39995 1.69451 -2.15759 -1.31 -0.52 2.53
H -1.42516 -1.63204 -0.24564 -0.38 0.21 -0.88
H -1.10052 -2.66863 1.13551 1.95 1.95 -1.05

***

53
Properties=species:S:1:pos:R:3:forces:R:3 method="wB97M-V/def2-TZVPD" homo_ev=-14.267 e_lumo_ha=-0.19799 relative_energy_kj_mol=0.0 energy_ha=-1509.48164 molar_mass_g_mol=496.868 total_charge=+2 gap_ha=0.3263
P -2.12506 -0.05428 -1.31429 -1.38 -0.52 -0.43
P -0.25037 -1.08547 2.21297 -0.31 -0.56 0.68
C -2.39667 -1.18786 0.12885 0.11 -0.13 0.58
C -1.97943 -0.81474 1.58763 -0.35 0.15 -0.19
H -2.04758 -2.20063 -0.14108 -0.15 0.45 0.08
H -3.50252 -1.24179 0.15218 0.38 0.00 -0.13
H -2.29487 0.21589 1.84286 0.21 -0.47 -0.10
H -2.58639 -1.46804 2.24098 0.32 0.14 -0.07
C 0.03704 -2.85955 2.06388 -0.01 -0.31 0.10
H 1.10874 -3.08945 2.13196 -0.26 0.11 -0.04
H -0.36028 -3.27425 1.12594 0.20 0.21 0.29
H -0.47827 -3.34670 2.90483 0.14 0.08 -0.27
C -0.35585 -0.70566 3.96988 -0.26 -0.09 0.19
H -0.86997 -1.53535 4.47135 0.04 0.30 0.02
H -0.91713 0.22283 4.12994 0.14 -0.17 0.04
H 0.64964 -0.60217 4.39692 -0.26 -0.05 -0.13
C -2.91738 -1.02407 -2.61102 -0.28 -0.13 -0.18
H -2.69926 -0.59678 -3.59867 -0.08 -0.10 0.26
H -4.00745 -1.00009 -2.44812 0.40 -0.16 -0.12
H -2.56637 -2.06510 -2.58756 -0.10 0.28 -0.06
C -3.24068 1.31588 -0.98465 -0.17 0.43 0.05
H -3.11398 1.73148 0.02787 0.00 -0.15 -0.41
H -4.26935 0.93181 -1.09408 0.39 0.18 0.13
H -3.09770 2.12135 -1.71811 0.01 -0.20 0.19
Hf 2.45978 1.18408 -0.81779 -0.55 -1.01 -2.15
C 1.21949 -0.20052 1.60956 0.73 0.60 -1.40
C 1.78958 -0.80480 0.28774 0.54 1.19 0.40
C 0.73485 -1.32399 -0.68570 -0.15 -1.29 0.27
C 0.50521 -0.66060 -2.05895 -1.06 -0.44 -0.65
C -0.54369 0.49547 -1.99044 1.98 0.45 0.57
C 0.10011 1.62635 -1.15563 1.22 -0.21 -0.59
C -0.18686 1.51192 0.32981 -1.17 0.56 0.38
C 0.96628 1.31621 1.33305 -0.05 0.00 1.19
C 3.07276 3.20680 -0.47720 0.25 0.86 0.93
H 1.96188 -0.30549 2.42400 -0.38 -0.08 -0.25
H 2.59040 -1.53866 0.47135 -0.42 0.29 0.00
H -0.23376 -1.30445 -0.16517 0.33 -0.04 -0.35
H 0.89586 -2.41526 -0.84047 0.06 0.66 -0.16
H 1.43256 -0.29235 -2.55121 -0.55 -0.17 0.14
H 0.12253 -1.42596 -2.75322 0.29 0.01 0.14
H -0.77563 0.84396 -3.01316 -0.08 -0.15 0.38
H -0.10022 2.62949 -1.54698 -0.17 -0.27 0.12
H -0.83681 0.64255 0.49588 0.37 0.37 -0.11
H -0.83290 2.34380 0.67226 0.56 -0.07 -0.04
H 1.93314 1.84507 1.00956 -1.06 -0.10 1.32
H 0.71047 1.86617 2.26017 0.34 -0.17 -0.40
H 3.80418 3.28612 0.34432 -0.09 0.23 -0.15
H 2.24520 3.89475 -0.24577 0.19 -0.03 0.00
H 3.56494 3.59133 -1.38870 -0.13 -0.25 0.17
O 4.45061 0.32458 -0.85998 0.65 -0.34 -1.47
C 4.47333 0.37434 -2.14499 -1.05 0.67 1.28
O 3.43326 0.89822 -2.70894 0.79 -0.63 -0.05
H 5.32457 0.00360 -2.72389 -0.13 0.06 0.01

***

16
Properties=species:S:1:pos:R:3:forces:R:3 method="wB97M-V/def2-TZVPD" homo_ev=-9.195 e_lumo_ha=0.00349 relative_energy_kj_mol=544.2 energy_ha=-471.19576 molar_mass_g_mol=129.119 gap_ha=0.3414
H -2.09539 2.20025 0.38887 -2.09 0.97 -0.32
N -1.30287 1.65413 0.49686 2.40 -2.01 0.34
C -1.45196 0.40637 0.32964 1.62 1.40 -1.22
C -2.64274 -0.37794 -0.09796 1.39 -0.45 -1.05
N -0.31538 -0.48115 0.37499 -1.40 -0.32 0.26
C 0.99184 -0.51765 -0.03391 2.33 -1.18 0.59
C 1.96415 0.39213 -0.43734 -3.58 -5.04 0.74
N 3.33494 0.09973 -0.34521 1.84 -0.96 -0.24
O 3.98708 0.95319 0.17935 0.59 2.50 1.08
O 3.91828 -0.90935 -0.72830 -1.85 -0.91 -0.58
H -2.42037 -0.83073 -1.10617 -0.23 0.35 1.04
H -3.50281 0.22350 -0.18582 -1.15 0.48 0.26
H -2.67959 -1.15466 0.63753 -0.94 -0.78 0.27
H -0.67828 -1.40913 0.64258 0.80 0.76 -0.44
H 1.30138 -1.55463 0.22359 0.42 0.78 -0.69
H 1.59174 1.30594 -0.33869 -0.17 4.40 -0.06